# 1
10
Properties=species:S:1:pos:R:3:mulliken_charge:R:1 method="wB97M-V/def2-TZVPD" largest_force_ev_per_a=2.99 smiles=N#Cc1ncc[nH]1 orbital_gap_ev=8.827 relative_energy_kcal_mol=76.0 lumo_ha=-0.01054
N 2.67479 0.29276 0.75039 -0.49
C 1.82714 -0.31973 0.25096 0.45
C 0.80113 -1.00812 -0.43680 0.05
N -0.27559 -1.56903 0.01211 -0.38
C -1.30580 -0.73191 0.11928 -0.38
C -0.93275 0.59715 -0.12438 -0.01
N 0.29294 0.69959 -0.54852 -0.33
H -2.28141 -1.04926 0.45195 0.38
H -1.54846 1.46046 0.06512 0.38
H 0.74801 1.62809 -0.54012 0.33

# 2
102
Properties=species:S:1:pos:R:3:mulliken_charge:R:1 method="wB97M-V/def2-TZVPD" largest_force_ev_per_a=0.27 multiplicity=4 charge=+3 orbital_gap_ev="7.255 / 7.034" relative_energy_kcal_mol=2.8 lumo_ha="-0.29361 / -0.32453"
Tc -0.21541 -1.08972 0.88151 -0.44
C -5.23292 3.69021 2.86009 -1.68
C -3.99964 2.93409 2.45664 -0.31
C -2.72917 3.41713 2.70311 -0.85
C -1.56963 2.74535 2.27090 1.40
C -0.33950 3.44916 2.51336 -0.78
N 0.70606 3.50595 1.75259 0.16
C 0.82825 2.93855 0.40993 -0.48
C 1.83018 3.70450 -0.44666 -1.08
C 1.75469 3.20618 -1.89444 -0.81
N 1.72646 1.74496 -1.93089 0.84
C 2.64336 0.96906 -2.40011 -0.32
C 2.59454 -0.46229 -2.34551 0.48
C 3.49816 -1.17679 -3.14782 -0.61
C 3.51076 -2.56017 -3.21219 -0.28
C 4.47744 -3.31219 -4.08260 -1.71
C 2.57563 -3.22189 -2.42314 -0.64
C 1.68882 -2.56152 -1.56599 0.55
C 0.76727 -3.37853 -0.81464 -0.60
N -0.05058 -3.02152 0.11598 0.83
C -0.91203 -4.08897 0.67632 -0.88
C -2.36269 -3.64801 0.91955 -0.63
C -2.84776 -2.52459 0.00368 -1.27
N -2.36689 -1.23808 0.52471 0.57
C -3.22162 -0.34372 0.83413 -0.62
C -2.95783 0.95663 1.43576 0.34
C -4.07558 1.70490 1.80559 -0.72
C -1.66224 1.45961 1.68279 0.54
O -0.56806 0.77039 1.45977 -0.01
C 1.68199 -1.15109 -1.50566 0.79
O 0.88567 -0.48303 -0.71743 0.16
H -5.02468 4.37696 3.67831 0.41
H -5.61544 4.27680 2.02338 0.31
H -6.02322 3.01241 3.17872 0.42
H -2.61644 4.36461 3.21976 0.51
H -0.28851 4.06950 3.40372 0.59
H 1.48764 4.05724 2.09018 0.41
H 1.12444 1.89702 0.51254 0.32
H -0.16744 2.95353 -0.03885 0.34
H 1.60776 4.77296 -0.45074 0.46
H 2.84246 3.57386 -0.05683 0.44
H 0.83182 3.55231 -2.36154 0.16
H 2.59861 3.56341 -2.48139 0.57
H 0.88269 1.29168 -1.55820 -1.06
H 3.49626 1.44283 -2.87962 0.54
H 4.19928 -0.61610 -3.75716 0.50
H 4.96126 -2.65024 -4.79764 0.40
H 5.25704 -3.78013 -3.48001 0.33
H 3.97189 -4.10052 -4.63911 0.40
H 2.53379 -4.30601 -2.46267 0.58
H 0.76788 -4.43318 -1.08937 0.33
H -0.89479 -4.92632 -0.02158 0.59
H -0.45555 -4.42727 1.60956 0.06
H -2.99907 -4.52135 0.77886 0.52
H -2.50153 -3.33031 1.95376 0.31
H -2.46763 -2.63852 -1.01387 0.33
H -3.93776 -2.51734 -0.04303 0.53
H -4.27644 -0.55757 0.65303 0.33
H -5.05639 1.28530 1.60599 0.54
C -2.34818 1.63641 -6.48608 -1.46
C -2.31382 2.96210 -5.73254 0.79
C -0.88327 3.44586 -5.52091 -1.33
C -3.09599 2.89963 -4.42001 -1.22
N -2.49745 1.97721 -3.44455 0.27
C -2.62915 0.65273 -3.31649 -0.32
N -1.84509 0.23583 -2.34706 -0.74
N -1.23544 1.34350 -1.88730 0.97
N -1.61605 2.38789 -2.53874 -0.82
H -1.88753 1.74707 -7.46675 0.41
H -3.36907 1.28384 -6.64439 0.37
H -1.78855 0.86044 -5.95560 0.31
H -2.84572 3.70843 -6.32910 0.34
H -0.30107 2.70818 -4.95895 0.15
H -0.84962 4.39408 -4.98129 0.36
H -0.38884 3.58926 -6.48067 0.47
H -4.11748 2.56140 -4.58914 0.49
H -3.12407 3.87130 -3.93076 0.37
H -3.28183 0.04611 -3.92090 0.52
C 3.66262 -5.48069 2.80450 -0.55
C 2.81248 -5.20005 3.86640 -0.76
C 2.06429 -4.03287 3.86259 -0.28
C 2.13653 -3.15130 2.77585 0.43
C 2.99382 -3.45140 1.70947 -0.22
C 3.76397 -4.60299 1.73187 -0.70
Si 1.16663 -1.60089 2.76263 0.91
C 1.30373 -0.62613 4.29308 0.40
C 0.34739 0.32904 4.66928 -0.10
C 0.48366 1.01895 5.85917 -0.83
C 1.58458 0.78310 6.67831 -0.52
C 2.54754 -0.14846 6.31296 -0.72
C 2.40671 -0.85608 5.12978 -0.45
H 4.25625 -6.38517 2.81693 0.43
H 2.74396 -5.88301 4.70211 0.44
H 1.42527 -3.81064 4.71008 0.50
H 3.08175 -2.76791 0.87132 0.40
H 4.44884 -4.81621 0.92135 0.47
H -0.54900 -1.88586 2.44215 0.08
H -0.52143 0.51141 4.04454 0.26
H -0.27286 1.72963 6.16587 0.50
H 1.68528 1.32172 7.61124 0.42
H 3.39789 -0.33193 6.95530 0.45
H 3.15266 -1.59367 4.85890 0.41

# 3
17
Properties=species:S:1:pos:R:3:mulliken_charge:R:1 method="wB97M-V/def2-TZVPD" largest_force_ev_per_a=4.70 multiplicity=2 charge=+1 orbital_gap_ev="11.508 / 5.252" relative_energy_kcal_mol=59.4 lumo_ha="-0.14417 / -0.34091"
C 0.15743 0.83132 -1.96289 -1.20
C -0.89318 -0.20186 -1.46190 0.69
N -1.28905 -0.00528 -0.11178 -0.09
C -0.63918 0.36623 1.17191 -0.54
C 0.86359 0.02385 1.20059 -0.47
N 1.24421 -1.31626 1.29075 -0.39
O -1.29484 -1.16290 -2.17701 -0.39
H 0.16200 0.86723 -3.04053 0.34
H 1.19972 0.67338 -1.89025 0.37
H 0.06993 1.84389 -1.41042 0.39
H -1.91359 -0.82523 0.04843 0.37
H -1.05015 -0.18661 1.98619 0.37
H -0.81078 1.40688 1.17121 0.35
H 1.29961 0.54844 2.09745 0.37
H 1.28772 0.56603 0.27476 0.23
H 0.58422 -1.81854 0.63157 0.27
H 1.02235 -1.61056 2.18192 0.31

# 4
35
Properties=species:S:1:pos:R:3:mulliken_charge:R:1 method="wB97M-V/def2-TZVPD" largest_force_ev_per_a=3.42 smiles="CCNC(N)=O.O.O.O.O.O.O.O" orbital_gap_ev=9.909 relative_energy_kcal_mol=0.8 lumo_ha=0.01381
C 3.20999 -1.00295 1.41456 -1.18
C 1.80810 -0.77812 0.84610 0.05
N 0.80458 -0.11513 1.68705 -0.05
C -0.11711 -0.91280 2.32368 0.55
N 0.14670 -2.19092 2.71041 -0.36
O -1.11879 -0.35191 2.79103 -0.85
H 3.73694 -1.88310 1.09284 0.30
H 3.17852 -1.01400 2.51326 0.35
H 3.77524 -0.16248 0.97816 0.34
H 1.80796 -0.16837 -0.06039 -0.10
H 1.37814 -1.66008 0.36390 0.22
H 0.82962 0.86201 1.88959 0.25
H -0.66376 -2.68044 3.03304 0.23
H 0.99488 -2.69843 2.53175 0.20
O 2.48293 3.14610 -1.63187 -0.66
H 1.86504 3.75996 -2.04462 0.33
H 1.96036 2.45437 -1.21084 0.32
O -0.91030 -1.94104 -0.82391 -0.63
H -0.18313 -2.41475 -1.25447 0.28
H -1.26102 -1.48306 -1.59620 0.34
O -3.20984 1.19952 1.90948 -0.70
H -3.93149 0.71547 2.33158 0.29
H -2.43789 0.69430 2.25961 0.48
O -0.58511 -0.44342 -3.11484 -0.78
H -0.83331 0.46651 -2.63012 0.52
H -1.13477 -0.69849 -3.85615 0.22
O -1.38258 1.40702 -1.65995 -0.65
H -2.34981 1.55751 -1.72862 0.39
H -1.20305 0.76954 -0.94437 0.30
O 1.58989 0.44446 -1.96193 -0.59
H 2.06864 1.04332 -2.55000 0.29
H 1.17360 -0.21083 -2.55756 0.30
O -3.83499 1.62268 -0.71221 -0.70
H -4.00017 0.70319 -0.51352 0.32
H -3.65402 1.96432 0.17554 0.38

# 5
52
Properties=species:S:1:pos:R:3:mulliken_charge:R:1 method="wB97M-V/def2-TZVPD" largest_force_ev_per_a=0.32 charge=+1 orbital_gap_ev=7.932 relative_energy_kcal_mol=0.8 lumo_ha=-0.09112
Ga -2.14739 0.06501 -0.24747 0.20
C -2.86951 -2.19368 1.88310 -0.68
O -2.07065 -1.03021 1.61511 -0.28
H -2.85152 -2.41686 2.94793 0.34
H -2.51119 -3.05568 1.31610 0.30
H -3.88735 -1.95784 1.58723 0.24
H -1.17069 -1.17631 1.93919 0.29
N -4.13281 -2.92944 -2.38452 -0.05
C -5.06123 -1.91101 -2.31489 -0.50
C -4.46927 -0.91766 -1.60967 -0.37
N -3.19629 -1.32902 -1.25299 0.15
C -3.02752 -2.54188 -1.73880 -0.27
H -4.25413 -3.81218 -2.85256 0.21
H -6.03218 -1.98827 -2.76836 0.41
H -4.81836 0.06132 -1.32009 0.49
H -2.13475 -3.13821 -1.65646 0.49
O -0.40507 -0.54083 -0.67959 -0.09
As 0.91074 0.42379 -0.14969 1.55
C 0.43727 2.24605 -0.00751 0.34
C 0.59051 3.08488 -1.10974 -0.61
C 0.09086 4.37293 -1.04706 -0.76
C -0.57101 4.80546 0.09550 -0.47
C -0.74290 3.95778 1.17806 -0.82
C -0.24307 2.66843 1.13066 -0.07
C 2.33751 0.11628 -1.36146 0.07
C 2.33961 -1.05247 -2.11418 -0.35
C 3.41258 -1.31559 -2.95016 -0.67
C 4.46954 -0.41787 -3.02786 -0.47
C 4.46297 0.74461 -2.27050 -0.73
C 3.39503 1.01735 -1.42864 -0.20
C 1.35807 -0.28008 1.57259 0.54
C 1.95195 0.52665 2.53704 -0.28
C 2.30283 -0.02103 3.76280 -0.71
C 2.06469 -1.36382 4.01970 -0.58
C 1.48436 -2.17155 3.05032 -0.56
C 1.13388 -1.63342 1.81991 -0.74
H 1.07789 2.73579 -2.01151 0.43
H 0.20431 5.03573 -1.89389 0.42
H -0.97295 5.80909 0.13193 0.40
H -1.29309 4.28739 2.04785 0.40
H -0.40689 1.99804 1.96593 0.40
H 1.50347 -1.73842 -2.06347 0.38
H 3.42431 -2.21937 -3.54414 0.41
H 5.30392 -0.62609 -3.68412 0.40
H 5.28812 1.44071 -2.33477 0.41
H 3.39375 1.92006 -0.83022 0.41
H 2.13058 1.57690 2.34183 0.46
H 2.76049 0.60290 4.51844 0.42
H 2.33825 -1.78561 4.97747 0.42
H 1.31570 -3.22178 3.24833 0.44
H 0.69837 -2.26473 1.05171 0.51
O -2.91174 1.55374 -0.08445 -0.69

Number 1: E -8663.11472 eV. Number 2: E -69381.85899 eV. Number 3: E -9327.35485 eV. Number 4: E -22829.05740 eV. Number 5: E -145518.87969 eV.